This record from OMol25 describes one molecule with the formula C3H7N3O. The level of theory is ωB97M-V with the def2-TZVPD basis set.

```
! RIJCOSX wB97M-V def2-TZVPD def2/J DEFGRID3
* xyz 0 1
H 0.065 -0.358 3.400
N -0.206 0.169 2.571
C 0.807 0.582 1.943
N 0.640 1.198 0.652
C 0.601 0.083 -0.216
O 1.346 -0.865 -0.013
N -0.347 0.074 -1.193
C -0.593 -1.172 -1.893
H 1.858 0.422 2.172
H -0.214 1.746 0.638
H -0.991 0.842 -1.300
H 0.179 -1.859 -1.546
H -0.519 -1.047 -2.974
H -1.569 -1.612 -1.651
*
```

Output
SMILES: [H]/N=C/NC(=O)NC
E_LUMO in eV: 0.960
E_HOMO in Ha: -0.3607
HOMO-LUMO gap in eV: 10.77

=====

This record from OMol25 describes one molecule with the formula C25H29N3O5S2 at a distorted geometry. The level of theory is ωB97M-V with the def2-TZVPD basis set.

```
! RIJCOSX wB97M-V def2-TZVPD def2/J DEFGRID3
* xyz 0 1
C -3.956 -2.630 -3.332
C -3.456 -1.478 -2.470
C -4.368 -1.248 -1.264
N -3.909 -0.108 -0.488
C -4.850 0.932 -0.140
C -5.972 0.489 0.802
C -6.898 1.652 1.137
S -2.749 -0.393 0.671
O -2.007 -1.556 0.277
O -3.279 -0.369 2.007
C -1.697 1.047 0.463
C -1.343 1.804 1.562
C -0.417 2.824 1.417
C 0.156 3.059 0.172
C 1.262 4.057 0.031
O 1.106 5.249 -0.075
N 2.527 3.514 0.015
C 2.941 2.215 0.152
N 4.171 1.883 -0.061
C 4.408 0.556 0.131
C 5.771 0.090 -0.095
C 6.610 0.871 -0.895
C 7.914 0.485 -1.127
C 8.406 -0.680 -0.559
C 7.584 -1.453 0.243
C 6.275 -1.076 0.478
C 3.285 -0.158 0.509
C 2.935 -1.568 0.695
O 3.668 -2.525 0.663
O 1.607 -1.634 0.883
C 0.997 -2.913 1.059
C 1.083 -3.372 2.507
S 1.906 0.898 0.641
C -0.264 2.337 -0.943
C -1.192 1.322 -0.794
H -3.992 -3.548 -2.752
H -4.955 -2.422 -3.710
H -3.294 -2.784 -4.180
H -2.454 -1.698 -2.101
H -3.416 -0.561 -3.062
H -4.377 -2.146 -0.639
H -5.387 -1.050 -1.604
H -4.264 1.722 0.339
H -5.270 1.335 -1.068
H -6.546 -0.313 0.334
H -5.519 0.095 1.712
H -6.346 2.450 1.626
H -7.691 1.324 1.804
H -7.354 2.053 0.234
H -1.782 1.567 2.518
H -0.111 3.412 2.268
H 3.282 4.176 -0.142
H 6.217 1.777 -1.328
H 8.552 1.094 -1.752
H 9.427 -0.982 -0.741
H 7.965 -2.359 0.692
H 5.644 -1.688 1.100
H 1.496 -3.631 0.399
H -0.041 -2.763 0.752
H 0.571 -4.323 2.614
H 2.123 -3.495 2.801
H 0.611 -2.640 3.158
H 0.162 2.551 -1.912
H -1.512 0.723 -1.630
*
```

Output
SMILES: CCCN(CCC)S(=O)(=O)c1ccc(C(=O)Nc2nc(-c3ccccc3)c(C(=O)OCC)s2)cc1
E_LUMO in eV: -0.045
E_HOMO in Ha: -0.3056
HOMO-LUMO gap in eV: 8.27

=====

This record from OMol25 describes a 3-piece molecular cluster, CH5FN4 overall at a distorted geometry. The level of theory is ωB97M-V with the def2-TZVPD basis set.

```
! RIJCOSX wB97M-V def2-TZVPD def2/J DEFGRID3
* xyz 0 1
C -1.156 -1.543 -0.103
N -1.675 -0.550 -0.541
N -0.534 -2.512 0.313
N 0.305 2.344 -0.470
N -0.848 2.042 -0.555
F 1.578 -0.791 0.277
H -1.620 0.391 -0.357
H -0.806 -3.105 1.058
H 1.247 -1.603 0.558
H 0.959 1.556 -0.192
H 0.760 3.299 -0.446
*
```

Output
E_LUMO in eV: 0.832
E_HOMO in Ha: -0.3161
HOMO-LUMO gap in eV: 9.43

=====

This record from OMol25 describes a 2-piece molecular cluster, C5H7N3 overall at a distorted geometry. The level of theory is ωB97M-V with the def2-TZVPD basis set.

```
! RIJCOSX wB97M-V def2-TZVPD def2/J DEFGRID3
* xyz 2 1
C 0.259 0.548 -2.035
C 0.020 -0.506 0.036
C 0.990 1.566 -0.259
C -0.243 -0.674 -1.478
C -0.487 -1.501 0.898
N 0.624 0.576 0.445
N 0.702 1.620 -1.639
N 2.293 2.953 0.401
H -1.316 -0.606 -1.831
H 0.063 -1.627 -1.974
H 0.102 -2.451 0.582
H -1.543 -1.789 0.710
H -0.255 -1.165 1.875
H 2.464 2.912 1.412
H 1.908 3.792 -0.079
*
```

Output
E_LUMO (spin up / spin down) in eV: -12.682 / -12.683
E_HOMO (spin up / spin down) in Ha: -0.7127 / -0.7127
HOMO-LUMO gap (spin up / spin down) in eV: 6.71 / 6.71

=====

Here are the calculated ΔE to the lowest compared entry with this formula, charge and spin numbers, same order: 20.3; 3.3; 8.0; 125.7 (kcal/mol).